<w>
# C5H8S3

One molecule with the formula C5H8S3 (wB97M-V/def2-TZVPD, the OMol25 dataset).

Structure (XYZ):
```
16
Properties=species:S:1:pos:R:3:mulliken_charge:R:1
H 2.343 1.243 -1.003 0.41
H 0.220 0.080 1.669 0.16
H -0.759 0.708 -1.292 0.28
H 2.450 1.035 0.643 0.34
C -0.188 -0.187 0.599 -0.06
H -2.021 0.339 1.568 0.36
C 1.697 0.929 -0.181 -0.70
C -1.623 0.122 0.652 -0.22
C -0.638 0.920 -0.205 -0.10
C 1.041 -0.561 -0.340 -0.26
H 2.920 -1.060 1.053 0.14
S -2.941 -0.793 -0.193 -0.28
H 0.642 -0.522 -1.348 0.28
S 2.077 -1.826 0.006 -0.25
H -1.904 -1.762 -0.843 0.15
S 0.513 2.156 -0.038 -0.24
```

As for the LUMO energy: 0.33 eV. The SMILES is S[C@@H]1[C@H]2SC[C@@H](S)[C@H]12.

=====

<x>
# C5H8S3

One molecule with the formula C5H8S3 (wB97M-V/def2-TZVPD, the OMol25 dataset).

Structure (XYZ):
```
16
Properties=species:S:1:pos:R:3:mulliken_charge:R:1
C -0.304 -0.450 -0.790 -0.17
S -1.635 -0.448 1.771 -0.25
C -0.524 -0.110 0.668 -0.33
C 1.714 0.717 -1.778 -1.45
S -1.805 -0.689 -1.745 -0.19
H -0.187 1.631 -1.304 0.37
H 0.364 -1.310 -0.834 0.31
C 0.649 0.881 0.630 -0.13
S 2.154 0.169 1.359 -0.22
C 0.506 0.858 -0.936 0.33
H 0.435 1.833 1.093 0.41
H 2.399 -0.058 -1.339 0.36
H -1.255 -1.258 -2.872 0.14
H 1.381 0.420 -2.793 0.34
H 2.928 1.219 1.005 0.13
H 2.275 1.638 -1.891 0.37
```

As for the LUMO energy: -0.46 eV. The SMILES is CC1[C@H](S)C(=S)[C@H]1S.

=====

List of relative energies, unit eV: <w> 3.939; <x> 0.000

=====

<w>
# C6H8NO

An isolated ion of composition C6H8NO and charge -1 (wB97M-V/def2-TZVPD, the OMol25 dataset).

Structure (XYZ):
```
16
Properties=species:S:1:pos:R:3:mulliken_charge:R:1
C -1.196 -1.216 -0.098 -0.54
H -0.435 0.429 -1.186 0.40
H -2.482 0.416 0.633 0.33
C 1.799 1.415 0.093 -0.83
H 3.681 2.696 -0.183 0.38
N 1.768 -1.179 -0.379 -0.03
H 2.144 -0.987 -1.444 0.20
C 2.794 2.064 -0.106 -0.08
C 1.113 -0.039 0.133 0.05
H -1.147 -0.075 1.791 0.21
H 1.129 -0.292 1.296 0.16
H -1.622 -1.302 -1.086 0.27
C -1.484 0.078 0.724 -0.66
H -0.757 -2.125 0.299 0.24
O 2.664 -1.844 0.408 -0.83
C -0.337 0.031 -0.217 -0.27
```

As for the LUMO energy: 3.95 eV. The SMILES is C#C[C@H](N[O-])C1CC1. The charge is -1.

=====

<x>
# C6H8NO

An isolated ion of composition C6H8NO and charge -1 (wB97M-V/def2-TZVPD, the OMol25 dataset).

Structure (XYZ):
```
16
Properties=species:S:1:pos:R:3:mulliken_charge:R:1
H -1.666 -2.199 -1.365 0.28
C -1.110 -1.161 0.245 -0.39
H -2.120 0.638 1.376 0.27
H -0.725 -0.369 2.169 0.29
H -0.611 1.319 -0.459 0.24
C -1.101 -0.006 1.138 -0.27
H -2.429 -0.499 -1.251 0.24
N 1.515 -0.852 0.807 -0.08
H 0.206 1.774 1.143 0.38
H 1.787 1.905 -1.446 0.29
O 2.366 -1.658 0.297 -0.55
C 1.950 0.905 -0.945 -0.91
H 2.711 0.150 -1.378 0.23
C -1.799 -1.298 -0.813 -0.69
C -0.139 1.021 0.482 -0.75
C 1.165 0.328 -0.001 0.40
```

As for the LUMO energy (spin up / spin down): 3.74 / 4.19 eV. The charge is -1.

=====

List of relative energies, unit eV: <w> 0.454; <x> 0.000

=====

<w>
# C2H3I2NO

C2H3I2NO as an isolated structure (wB97M-V/def2-TZVPD, the OMol25 dataset).

Structure (XYZ):
```
9
Properties=species:S:1:pos:R:3:mulliken_charge:R:1
C -0.883 -0.532 -0.574 0.08
H 1.217 -0.737 -1.476 0.43
H 1.220 1.338 0.628 0.24
I -0.922 1.267 1.593 0.57
C 0.469 -0.665 -0.656 -0.69
N 0.369 1.848 0.337 -0.51
H -1.521 -0.531 -1.464 0.36
O -1.461 -0.628 0.596 -0.62
I 1.512 -1.360 1.016 0.14
```

As for the LUMO energy: -1.29 eV.

=====

<x>
# C2H3I2NO

A 2-piece molecular cluster, C2H3I2NO overall (wB97M-V/def2-TZVPD, the OMol25 dataset).

Structure (XYZ):
```
9
Properties=species:S:1:pos:R:3:mulliken_charge:R:1
C 1.350 -0.349 -0.320 -0.47
H 0.803 -0.064 -1.228 0.26
H 1.744 -1.360 -0.428 0.24
C -0.538 1.769 1.400 -0.35
I -3.307 0.893 -0.968 0.00
I -2.664 -1.578 -0.226 -0.02
H 2.174 0.355 -0.155 0.26
O 0.498 -0.415 0.806 -0.14
N -0.060 0.750 1.119 0.22
```

As for the LUMO energy: -1.65 eV.

=====

<y>
# C2H3I2NO

One molecule with the formula C2H3I2NO (wB97M-V/def2-TZVPD, the OMol25 dataset).

Structure (XYZ):
```
9
Properties=species:S:1:pos:R:3:mulliken_charge:R:1
O 1.361 -0.117 -1.446 -0.54
N 1.125 0.099 0.893 -0.41
H 1.976 0.740 0.957 0.27
H 0.483 0.217 1.689 0.25
I -1.564 -2.045 0.260 0.18
C -0.880 -0.258 -0.554 -0.99
C 0.683 -0.104 -0.425 0.72
H -1.109 -0.386 -1.538 0.49
I -2.076 1.854 0.164 0.03
```

As for the LUMO energy: -1.65 eV. The SMILES is NC(=O)C(I)I.

=====

List of relative energies, unit eV: <w> 4.113; <x> 2.665; <y> 0.000